{"formula": "C15H31Cl8CuMgO6", "method": "wB97M-V/def2-TZVPD", "charge": 1, "homo_ev": [-12.1, -12.0], "homo_lumo_gap_ev": [7.61, 4.72], "spin_multiplicity": 2, "largest_force_ev_per_a": 3.6, "species": ["Mg", "Cu", "C", "O", "H", "H", "H", "C", "O", "H", "H", "H", "C", "O", "H", "H", "H", "C", "C", "C", "O", "C", "O", "O", "H", "H", "H", "H", "H", "H", "Cl", "C", "C", "Cl", "H", "H", "H", "H", "Cl", "C", "C", "Cl", "H", "H", "H", "H", "Cl", "C", "C", "Cl", "H", "H", "H", "H", "Cl", "C", "C", "Cl", "H", "H", "H", "H"], "xyz": [[-1.25, -2.64, -1.93], [-0.18, -3.90, 0.90], [-0.36, -0.48, -0.21], [-0.33, -1.89, -0.22], [-0.26, -0.04, 0.78], [0.44, 0.02, -0.74], [-1.27, 0.02, -0.55], [-1.15, -5.75, -1.66], [-1.28, -4.48, -1.03], [-2.06, -6.32, -1.45], [-1.07, -5.64, -2.74], [-0.26, -6.31, -1.37], [-4.31, -1.34, -1.99], [-3.06, -1.84, -2.02], [-4.64, -0.93, -1.04], [-4.55, -0.61, -2.77], [-5.05, -2.15, -2.07], [2.96, 1.34, 3.63], [3.25, 0.02, 2.96], [3.70, -1.07, 3.92], [2.85, -2.17, 3.61], [1.93, -1.84, 2.75], [1.02, -2.52, 2.28], [1.99, -0.52, 2.54], [2.46, 2.03, 2.95], [3.88, 1.82, 3.97], [2.33, 1.39, 4.52], [3.92, 0.16, 2.12], [3.61, -0.73, 4.95], [4.75, -1.38, 3.88], [-2.68, 2.00, -1.82], [-1.60, 2.20, -3.19], [-1.76, 3.58, -3.85], [-3.33, 3.91, -4.62], [-1.86, 1.37, -3.84], [-0.57, 2.06, -2.83], [-0.93, 3.67, -4.54], [-1.55, 4.36, -3.12], [0.77, 4.38, -0.96], [1.39, 3.28, 0.25], [0.28, 2.96, 1.29], [-0.12, 4.42, 2.32], [2.33, 3.72, 0.57], [1.71, 2.37, -0.27], [0.48, 2.08, 1.91], [-0.67, 2.75, 0.80], [3.99, 1.83, -1.95], [3.65, 0.08, -1.89], [3.08, -0.58, -3.21], [3.98, 0.16, -4.65], [2.97, -0.09, -1.05], [4.60, -0.43, -1.76], [2.03, -0.29, -3.31], [3.22, -1.66, -3.26], [-3.34, -1.08, 4.15], [-2.73, -0.47, 2.57], [-3.93, 0.28, 1.87], [-4.62, 1.49, 3.01], [-2.39, -1.32, 1.99], [-1.89, 0.16, 2.84], [-4.86, -0.22, 1.62], [-3.64, 0.78, 0.95]]}

---

{"formula": "C15H31FP2Zn", "method": "wB97M-V/def2-TZVPD", "homo_ev": [-4.5, -4.5], "homo_lumo_gap_ev": [4.85, 4.84], "relative_energy_kj_mol": 288.5, "spin_multiplicity": 1, "largest_force_ev_per_a": 6.3, "species": ["P", "P", "C", "C", "H", "H", "H", "H", "C", "H", "H", "H", "C", "H", "H", "H", "C", "H", "H", "H", "C", "H", "H", "H", "Zn", "C", "C", "C", "C", "C", "C", "C", "C", "C", "H", "H", "H", "H", "H", "H", "H", "H", "H", "H", "H", "H", "H", "H", "H", "F"], "xyz": [[2.65, 0.44, 0.27], [0.53, -2.82, 0.94], [0.82, -0.10, 0.38], [0.26, -1.04, 1.39], [0.39, -0.42, -0.61], [0.39, 0.87, 0.61], [0.69, -0.75, 2.39], [-0.83, -0.87, 1.39], [-0.97, -3.28, -0.06], [-1.03, -4.39, -0.06], [-0.90, -2.81, -1.06], [-1.87, -2.95, 0.48], [-0.17, -3.33, 2.53], [-1.26, -3.31, 2.45], [0.23, -2.58, 3.22], [0.25, -4.33, 2.68], [2.80, 1.72, -1.16], [3.79, 2.21, -1.09], [2.06, 2.52, -1.07], [2.67, 1.25, -2.15], [2.95, 1.39, 1.77], [2.49, 0.85, 2.62], [2.56, 2.42, 1.71], [4.04, 1.43, 1.91], [1.88, -0.94, -1.43], [-2.60, 0.13, 0.21], [-2.32, -0.39, -0.99], [-2.50, 0.34, -2.27], [-1.79, 1.70, -2.44], [-0.52, 1.91, -1.66], [-0.61, 2.38, -0.41], [-1.91, 2.63, 0.30], [-3.03, 1.57, 0.34], [3.37, -1.29, 0.52], [-2.79, -0.49, 1.12], [-2.18, -1.45, -1.08], [-3.58, 0.49, -2.42], [-2.14, -0.29, -3.08], [-1.65, 1.80, -3.55], [-2.54, 2.48, -2.21], [0.40, 1.81, -2.22], [0.21, 2.90, 0.10], [-2.30, 3.57, -0.11], [-1.63, 2.79, 1.35], [-3.59, 1.76, 1.27], [-3.76, 1.86, -0.44], [2.89, -1.86, 1.32], [4.32, -0.97, 1.00], [3.61, -2.17, -0.22], [2.23, -2.38, -2.50]]}

---

{"formula": "C15H31IP2Re", "method": "wB97M-V/def2-TZVPD", "charge": 2, "homo_ev": [-14.3, -14.3], "homo_lumo_gap_ev": [6.26, 5.67], "relative_energy_kj_mol": 146.8, "spin_multiplicity": 4, "largest_force_ev_per_a": 5.2, "species": ["P", "P", "C", "C", "H", "H", "H", "H", "C", "H", "H", "H", "C", "H", "H", "H", "C", "H", "H", "H", "C", "H", "H", "H", "Re", "C", "C", "C", "C", "C", "C", "C", "C", "C", "H", "H", "H", "H", "H", "H", "H", "H", "H", "H", "H", "H", "H", "H", "H", "I"], "xyz": [[-0.17, -1.73, -1.06], [0.16, 1.97, -0.83], [-0.37, -0.47, -2.44], [0.38, 0.83, -2.33], [-1.44, -0.33, -2.65], [0.01, -1.04, -3.29], [1.45, 0.71, -2.52], [0.04, 1.49, -3.15], [-1.35, 2.71, -1.49], [-1.72, 3.52, -0.87], [-2.16, 2.00, -1.71], [-1.06, 3.14, -2.46], [1.44, 3.12, -1.49], [1.07, 3.46, -2.47], [2.40, 2.59, -1.68], [1.56, 3.99, -0.83], [-1.35, -2.91, -1.86], [-1.40, -3.85, -1.30], [-0.93, -3.13, -2.85], [-2.35, -2.48, -2.01], [1.39, -2.35, -1.80], [2.14, -1.58, -1.99], [1.09, -2.75, -2.77], [1.81, -3.15, -1.21], [0.13, 0.09, 2.83], [0.41, 1.96, 0.94], [-0.95, 1.33, 1.42], [-1.74, 0.27, 0.55], [-1.86, -1.15, 1.17], [-0.56, -1.78, 1.56], [0.86, -1.44, 1.45], [1.58, -0.37, 0.65], [1.73, 1.07, 1.26], [0.26, -1.21, 4.40], [0.48, 3.00, 1.32], [-1.65, 2.13, 1.71], [-1.35, 0.23, -0.50], [-2.76, 0.71, 0.40], [-2.50, -1.05, 2.05], [-2.44, -1.77, 0.46], [-0.67, -2.78, 2.02], [1.52, -2.29, 1.77], [1.06, -0.19, -0.32], [2.58, -0.76, 0.36], [2.27, 1.04, 2.25], [2.45, 1.58, 0.59], [1.01, -0.83, 5.09], [0.54, -2.21, 4.10], [-0.69, -1.24, 4.92], [-0.34, 1.87, 4.65]]}

---

{"formula": "C15H31N13O7P", "method": "wB97M-V/def2-TZVPD", "charge": 1, "homo_ev": -11.3, "homo_lumo_gap_ev": 7.11, "spin_multiplicity": 1, "largest_force_ev_per_a": 3.4, "species": ["N", "P", "O", "O", "C", "C", "C", "C", "C", "C", "C", "C", "C", "N", "N", "C", "H", "H", "H", "H", "H", "H", "H", "H", "H", "H", "H", "C", "O", "N", "N", "H", "H", "H", "H", "C", "O", "N", "N", "H", "H", "H", "H", "C", "O", "N", "N", "H", "H", "H", "H", "C", "O", "N", "N", "H", "H", "H", "H", "C", "O", "N", "N", "H", "H", "H", "H"], "xyz": [[-3.74, 0.36, -4.57], [-2.38, -0.32, -4.36], [-2.54, -1.89, -4.05], [-1.55, -0.16, -5.76], [-1.53, 0.54, -3.00], [-0.31, 1.18, -3.20], [0.32, 1.87, -2.19], [-0.28, 1.90, -0.97], [0.26, 2.64, 0.23], [-0.53, 3.62, 0.76], [-0.08, 4.31, 1.90], [1.15, 3.90, 2.37], [1.85, 2.91, 1.70], [1.47, 2.23, 0.62], [-1.44, 1.25, -0.78], [-2.06, 0.58, -1.75], [-4.49, -0.33, -4.45], [-3.10, -2.22, -4.78], [-1.23, 0.75, -5.81], [0.10, 1.13, -4.20], [1.26, 2.38, -2.34], [-1.48, 3.87, 0.31], [-0.70, 5.07, 2.36], [1.57, 4.35, 3.27], [2.83, 2.65, 2.10], [-1.87, 1.28, 0.14], [-3.01, 0.10, -1.55], [3.13, 4.43, 5.81], [2.68, 5.39, 5.19], [4.41, 4.39, 6.27], [2.38, 3.32, 6.08], [4.78, 3.61, 6.78], [4.99, 5.19, 6.10], [1.44, 3.31, 5.75], [2.74, 2.53, 6.58], [-0.77, -4.51, -7.51], [-0.29, -5.21, -8.38], [-1.28, -5.04, -6.35], [-0.86, -3.15, -7.61], [-1.68, -4.49, -5.61], [-1.23, -6.03, -6.24], [-0.50, -2.73, -8.45], [-1.26, -2.56, -6.91], [-6.92, -1.75, -4.87], [-5.75, -1.97, -4.56], [-7.67, -0.80, -4.24], [-7.55, -2.43, -5.86], [-8.63, -0.60, -4.48], [-7.23, -0.28, -3.51], [-7.02, -3.13, -6.34], [-8.50, -2.26, -6.13], [4.43, 0.39, 4.75], [4.25, 0.74, 5.91], [5.41, 0.95, 3.97], [3.69, -0.57, 4.15], [5.58, 0.68, 3.02], [5.98, 1.67, 4.38], [2.95, -1.02, 4.70], [3.83, -0.87, 3.20], [3.08, -3.49, 6.29], [2.67, -2.54, 5.63], [4.33, -3.52, 6.82], [2.31, -4.59, 6.54], [4.68, -4.28, 7.36], [4.92, -2.72, 6.65], [1.38, -4.59, 6.17], [2.62, -5.37, 7.08]]}

---

{"formula": "C15H31N2O", "method": "wB97M-V/def2-TZVPD", "homo_ev": [-8.5, -9.4], "homo_lumo_gap_ev": [9.19, 9.58], "spin_multiplicity": 2, "largest_force_ev_per_a": 3.4, "species": ["C", "C", "C", "C", "C", "C", "C", "N", "C", "C", "C", "C", "N", "O", "C", "C", "C", "C", "H", "H", "H", "H", "H", "H", "H", "H", "H", "H", "H", "H", "H", "H", "H", "H", "H", "H", "H", "H", "H", "H", "H", "H", "H", "H", "H", "H", "H", "H", "H"], "xyz": [[1.51, -3.85, -0.49], [0.04, -3.24, -0.91], [0.18, -1.72, -1.60], [-1.06, -0.72, -1.27], [-2.43, -1.61, -1.63], [-1.08, 0.01, 0.19], [-2.59, -0.28, 0.87], [-2.77, 0.45, 2.22], [-1.15, 1.65, -0.15], [0.32, 2.33, -0.43], [0.02, 3.98, -0.50], [1.01, 1.97, -1.86], [1.16, 2.14, 0.80], [0.71, 2.91, 1.80], [1.42, 0.72, 1.19], [1.90, 0.82, 2.80], [2.79, 0.09, 0.46], [0.15, -0.31, 1.20], [1.87, -3.46, 0.58], [2.28, -3.44, -1.30], [1.53, -5.03, -0.48], [-0.54, -3.07, 0.12], [-0.62, -3.96, -1.55], [1.25, -1.29, -1.40], [0.14, -1.93, -2.77], [-1.05, 0.11, -2.13], [-2.64, -2.47, -0.86], [-3.35, -0.89, -1.80], [-2.20, -2.08, -2.70], [-2.75, -1.42, 1.12], [-3.47, 0.18, 0.20], [-2.40, -0.26, 2.91], [-3.82, 0.40, 2.36], [-1.81, 1.88, -1.12], [-1.64, 2.28, 0.71], [-0.39, 4.20, -1.60], [0.99, 4.61, -0.32], [-0.87, 4.26, 0.22], [1.20, 0.83, -2.06], [0.30, 2.35, -2.74], [2.02, 2.60, -1.95], [2.43, -0.23, 3.01], [2.77, 1.62, 2.91], [1.00, 0.98, 3.53], [2.75, 0.13, -0.70], [3.77, 0.53, 0.94], [2.77, -1.07, 0.76], [0.61, -1.41, 1.11], [-0.27, -0.30, 2.32]]}

---

{"formula": "C15H31N4O2", "method": "wB97M-V/def2-TZVPD", "charge": 1, "smiles": "COCCCCCCCCCn1nnc(CCCCO)[nH+]1", "homo_ev": -12.5, "homo_lumo_gap_ev": 8.17, "relative_energy_kj_mol": 291.0, "spin_multiplicity": 1, "largest_force_ev_per_a": 4.9, "species": ["C", "O", "C", "C", "C", "C", "C", "C", "C", "C", "C", "N", "N", "N", "C", "C", "C", "C", "C", "O", "N", "H", "H", "H", "H", "H", "H", "H", "H", "H", "H", "H", "H", "H", "H", "H", "H", "H", "H", "H", "H", "H", "H", "H", "H", "H", "H", "H", "H", "H", "H", "H"], "xyz": [[-0.66, -2.90, 3.15], [0.53, -3.35, 2.48], [1.00, -2.27, 1.63], [2.43, -2.58, 1.01], [2.90, -1.58, -0.14], [1.83, -0.49, -0.58], [2.65, 0.68, -1.35], [1.67, 1.94, -1.50], [1.97, 3.13, -0.47], [1.59, 2.83, 1.04], [0.04, 3.07, 1.40], [-0.84, 2.97, 0.20], [-1.10, 3.83, -0.77], [-1.94, 3.32, -1.69], [-2.22, 1.99, -1.23], [-3.14, 0.95, -1.97], [-2.44, -0.49, -2.15], [-2.15, -1.13, -0.72], [-2.48, -2.70, -0.60], [-3.57, -2.86, 0.33], [-1.52, 1.83, -0.01], [-0.79, -3.44, 4.14], [-0.67, -1.78, 3.39], [-1.55, -3.07, 2.43], [1.14, -1.36, 2.33], [0.18, -2.07, 0.87], [2.42, -3.65, 0.65], [3.18, -2.48, 1.86], [3.87, -1.03, 0.08], [3.12, -2.22, -1.07], [1.29, 0.04, 0.27], [1.08, -0.96, -1.31], [3.48, 1.00, -0.64], [3.04, 0.34, -2.35], [0.60, 1.54, -1.46], [1.80, 2.36, -2.56], [3.11, 3.30, -0.49], [1.50, 4.08, -0.88], [2.18, 3.58, 1.68], [1.92, 1.79, 1.34], [-0.26, 2.19, 2.08], [-0.14, 4.00, 2.03], [-3.27, 1.36, -3.04], [-4.19, 0.86, -1.54], [-3.08, -1.19, -2.78], [-1.44, -0.34, -2.70], [-1.06, -0.91, -0.46], [-2.78, -0.54, 0.05], [-1.56, -3.18, -0.12], [-2.72, -3.14, -1.61], [-3.45, -2.30, 1.12], [-1.47, 1.02, 0.62]]}

---

{"formula": "C15H31NO7Pd", "method": "wB97M-V/def2-TZVPD", "charge": 4, "homo_ev": [-22.4, -22.2], "homo_lumo_gap_ev": [11.90, 7.22], "relative_energy_kj_mol": 0.0, "spin_multiplicity": 5, "largest_force_ev_per_a": 0.6, "species": ["Pd", "C", "C", "O", "C", "C", "O", "C", "C", "O", "C", "C", "O", "H", "H", "H", "H", "H", "H", "H", "H", "H", "H", "H", "H", "H", "H", "H", "H", "C", "C", "O", "H", "H", "H", "H", "H", "H", "O", "C", "O", "C", "N", "C", "C", "C", "H", "H", "H", "H", "H", "H", "H", "H", "H"], "xyz": [[-0.40, -0.28, -0.69], [1.25, -1.54, -3.03], [2.00, -0.31, -2.60], [1.10, 0.66, -1.99], [0.43, 1.63, -2.83], [-0.86, 1.09, -3.39], [-1.63, 0.57, -2.26], [-2.72, -0.32, -2.65], [-3.15, -1.09, -1.42], [-2.01, -1.70, -0.75], [-1.58, -3.03, -1.14], [-0.58, -2.96, -2.27], [0.38, -1.92, -1.93], [1.94, -2.37, -3.23], [0.64, -1.38, -3.92], [2.52, 0.15, -3.44], [2.73, -0.54, -1.82], [1.10, 1.94, -3.64], [0.26, 2.49, -2.18], [-0.71, 0.29, -4.11], [-1.44, 1.88, -3.86], [-2.38, -0.98, -3.45], [-3.55, 0.29, -3.02], [-3.87, -1.86, -1.68], [-3.59, -0.43, -0.67], [-2.45, -3.63, -1.42], [-1.14, -3.46, -0.24], [-1.04, -2.71, -3.23], [-0.05, -3.91, -2.38], [5.31, -4.13, 4.98], [4.67, -4.11, 3.59], [3.89, -3.06, 3.24], [5.86, -5.07, 5.08], [4.47, -4.10, 5.69], [5.99, -3.30, 5.18], [4.25, -5.03, 3.17], [5.66, -3.98, 2.99], [4.14, -2.26, 3.74], [0.32, 1.36, 0.55], [-0.82, 1.59, 1.08], [-1.77, 0.86, 0.70], [-0.95, 2.66, 2.13], [-2.41, 2.91, 2.46], [-2.78, 4.25, 1.85], [-1.50, 5.05, 2.01], [-0.37, 4.04, 1.73], [-0.47, 2.27, 3.03], [-2.53, 2.96, 3.47], [-3.01, 2.15, 2.13], [-3.65, 4.65, 2.37], [-3.04, 4.07, 0.81], [-1.42, 5.46, 3.01], [-1.47, 5.89, 1.31], [0.52, 4.26, 2.30], [-0.09, 4.04, 0.67]]}

---

{"formula": "C15H31NO7Pd", "method": "wB97M-V/def2-TZVPD", "charge": 4, "homo_ev": [-22.6, -22.8], "homo_lumo_gap_ev": [11.38, 5.51], "relative_energy_kj_mol": 232.4, "spin_multiplicity": 5, "largest_force_ev_per_a": 0.7, "species": ["Pd", "C", "C", "O", "C", "C", "O", "C", "C", "O", "C", "C", "O", "H", "H", "H", "H", "H", "H", "H", "H", "H", "H", "H", "H", "H", "H", "H", "H", "C", "C", "O", "H", "H", "H", "H", "H", "H", "O", "C", "O", "C", "N", "C", "C", "C", "H", "H", "H", "H", "H", "H", "H", "H", "H"], "xyz": [[0.59, 0.23, 0.15], [2.10, 2.52, 1.90], [0.62, 2.90, 1.80], [0.24, 2.62, 0.46], [-1.05, 2.96, -0.05], [-1.05, 2.53, -1.50], [-0.33, 1.27, -1.64], [0.60, 1.27, -2.77], [1.47, 0.06, -2.65], [2.14, 0.03, -1.36], [3.32, 0.87, -1.20], [3.03, 2.03, -0.29], [2.40, 1.50, 0.92], [2.32, 2.12, 2.88], [2.73, 3.39, 1.72], [0.38, 3.95, 2.03], [-0.01, 2.28, 2.47], [-1.18, 4.04, 0.08], [-1.80, 2.46, 0.57], [-0.59, 3.28, -2.13], [-2.08, 2.38, -1.83], [1.16, 2.20, -2.77], [0.02, 1.21, -3.70], [2.20, 0.03, -3.45], [0.88, -0.86, -2.68], [3.66, 1.23, -2.17], [4.10, 0.23, -0.78], [2.37, 2.78, -0.74], [3.97, 2.52, -0.01], [3.61, -3.69, 1.35], [3.17, -2.30, 1.61], [1.90, -1.91, 1.30], [4.68, -3.76, 1.56], [3.40, -3.95, 0.30], [3.13, -4.46, 1.97], [3.83, -1.46, 1.32], [3.25, -2.12, 2.78], [1.32, -2.69, 1.13], [-1.32, 0.22, 1.12], [-1.63, -0.92, 0.66], [-0.79, -1.54, -0.06], [-2.99, -1.49, 1.02], [-3.23, -2.81, 0.32], [-4.17, -2.52, -0.86], [-5.06, -1.41, -0.34], [-4.18, -0.58, 0.63], [-2.96, -1.67, 2.10], [-3.69, -3.46, 0.96], [-2.36, -3.23, 0.00], [-4.69, -3.44, -1.12], [-3.54, -2.22, -1.69], [-5.92, -1.82, 0.18], [-5.44, -0.81, -1.16], [-4.74, -0.30, 1.52], [-3.82, 0.34, 0.17]]}

---

{"formula": "C15H32BO11S", "method": "wB97M-V/def2-TZVPD", "charge": -1, "homo_ev": -3.9, "homo_lumo_gap_ev": 6.18, "spin_multiplicity": 1, "largest_force_ev_per_a": 3.1, "species": ["O", "C", "O", "C", "C", "B", "S", "H", "H", "H", "H", "H", "H", "H", "H", "C", "C", "O", "C", "O", "O", "C", "H", "H", "H", "H", "H", "H", "H", "H", "C", "C", "O", "C", "O", "O", "C", "H", "H", "H", "H", "H", "H", "H", "H", "C", "C", "O", "C", "O", "O", "C", "H", "H", "H", "H", "H", "H", "H", "H"], "xyz": [[-2.22, 1.14, 2.51], [-1.08, 0.70, 2.70], [-0.64, 0.16, 3.94], [0.00, -1.12, 3.73], [1.60, -1.12, 3.64], [2.33, 0.34, 3.52], [3.17, 0.45, 1.78], [-0.31, 0.76, 1.86], [-0.42, -1.67, 2.82], [-0.29, -1.77, 4.63], [1.87, -1.72, 2.70], [1.99, -1.65, 4.58], [3.19, 0.45, 4.35], [1.64, 1.30, 3.61], [2.20, -0.07, 0.92], [4.59, -3.82, -3.41], [3.30, -4.32, -2.79], [2.65, -3.28, -2.04], [2.00, -2.36, -2.76], [1.91, -2.34, -3.97], [1.50, -1.45, -1.92], [0.86, -0.35, -2.58], [5.24, -3.39, -2.65], [5.12, -4.64, -3.90], [4.40, -3.04, -4.15], [3.52, -5.12, -2.08], [2.62, -4.73, -3.54], [0.11, -0.69, -3.29], [1.61, 0.26, -3.08], [0.37, 0.25, -1.82], [0.29, 3.62, -8.53], [0.62, 4.26, -7.19], [0.84, 3.26, -6.19], [2.02, 2.63, -6.24], [2.90, 2.84, -7.04], [2.05, 1.71, -5.26], [3.22, 0.90, -5.27], [-0.56, 2.94, -8.43], [0.04, 4.39, -9.27], [1.13, 3.04, -8.91], [-0.22, 4.86, -6.86], [1.49, 4.92, -7.27], [4.13, 1.51, -5.26], [3.21, 0.24, -6.14], [3.21, 0.29, -4.37], [-4.27, 1.85, 5.31], [-3.57, 0.58, 5.77], [-4.11, 0.12, 7.02], [-5.29, -0.51, 6.94], [-5.92, -0.72, 5.94], [-5.66, -0.84, 8.19], [-6.96, -1.43, 8.26], [-4.24, 2.61, 6.09], [-3.80, 2.24, 4.41], [-5.33, 1.66, 5.09], [-2.52, 0.80, 5.94], [-3.62, -0.20, 5.01], [-7.05, -2.28, 7.59], [-7.72, -0.68, 8.04], [-7.11, -1.78, 9.29]]}